Density functional theory data (ωB97M-V with the def2-TZVPD basis set) for a structure of composition C22H37AgAsF6NO14 at a distorted geometry.

Summary:
**E**: -134706.81304 eV
**Total charge**: 0
**HOMO**: -0.39319 Ha
**Max |F|**: 4.72 eV Å⁻¹
**Relative energy (zero: lowest compared OMol25 entry of this formula, charge and spin)**: 7.637 eV
**Kohn-Sham gap**: 0.2408 Ha

```
82
C22H37AgAsF6NO14 ωB97M-V with the def2-TZVPD basis set
Ag 0.3287 0.7638 -0.8429
As 4.5771 5.4618 -0.1747
F 5.2748 4.4144 -1.5139
F 6.0557 6.4764 0.0385
F 3.6883 6.3776 1.0521
F 3.1630 4.3132 -0.3078
F 5.1089 4.3797 1.2379
F 3.9539 6.6002 -1.4558
C -1.8192 -7.5363 3.9720
C -2.6138 -8.1045 2.9646
C -2.8946 -7.3663 1.8043
C -2.3651 -6.1000 1.7060
C -1.6856 -5.4901 2.7880
C -1.4346 -6.2551 3.9173
N -2.4601 -5.3161 0.4797
O -2.5320 -5.9607 -0.5983
O -2.3610 -4.0773 0.4379
H -1.5764 -8.1070 4.8562
H -2.8866 -9.1481 3.0171
H -3.4393 -7.9046 1.0429
H -1.2555 -4.5061 2.6732
H -0.9989 -5.7961 4.7926
C 0.9559 3.8106 5.7061
C -0.1646 3.4435 4.6934
O -0.9116 2.3769 5.2162
C -1.6803 1.7106 4.3741
O -1.4884 1.5027 3.1246
O -2.6134 1.0902 5.1267
C -3.5786 0.2252 4.4413
H 1.5315 4.6327 5.2807
H 1.7011 3.0664 5.9870
H 0.4290 4.1973 6.5784
H 0.2601 3.1798 3.7247
H -0.8010 4.3120 4.5238
H -4.5056 0.3587 4.9989
H -3.3984 -0.8496 4.4201
H -3.8514 0.5909 3.4513
C 5.9488 -1.5114 4.7931
C 4.8096 -1.3705 3.8067
O 4.9079 -2.4653 2.8756
C 4.0923 -2.7642 1.8526
O 3.1864 -2.0353 1.4659
O 4.4698 -3.9724 1.3256
C 3.7284 -4.4656 0.2270
H 5.7720 -2.4703 5.2801
H 5.9225 -0.7082 5.5295
H 6.9334 -1.5985 4.3337
H 4.8228 -0.4297 3.2564
H 3.8198 -1.4331 4.2589
H 3.7040 -3.7868 -0.6255
H 2.6987 -4.6828 0.5107
H 4.1498 -5.4230 -0.0794
C -4.2402 7.7915 -1.8333
C -3.6137 6.4905 -1.6315
O -4.4788 5.4768 -2.0864
C -3.9343 4.3296 -2.6177
O -2.7796 3.9302 -2.4505
O -4.9597 3.6105 -3.1157
C -4.7667 2.2487 -3.4364
H -5.2872 7.8274 -1.5321
H -4.3611 7.8652 -2.9141
H -3.6384 8.6049 -1.4280
H -3.5567 6.3199 -0.5564
H -2.5804 6.4732 -1.9779
H -5.5595 1.8220 -4.0508
H -4.8209 1.7874 -2.4504
H -3.8351 2.0694 -3.9733
C -0.1635 -3.5428 -8.4939
C -0.1322 -2.7325 -7.2295
O 0.5620 -1.4685 -7.4893
C 0.9820 -0.6881 -6.5034
O 0.8782 -0.8530 -5.2738
O 1.5037 0.4404 -7.0602
C 1.8332 1.6209 -6.2525
H -1.1065 -4.0854 -8.5604
H 0.7141 -4.1561 -8.6987
H -0.1537 -2.8253 -9.3145
H 0.3227 -3.3039 -6.4204
H -1.1723 -2.5595 -6.9530
H 2.5997 2.2096 -6.7564
H 2.0418 1.3215 -5.2254
H 1.0249 2.3261 -6.0589
```